Here is a molecular structure, C30H10Cl7F5N4O2STa from the Open Molecules 2025 dataset. Energies are from ωB97M-V/def2-TZVPD.

Properties
**HOMO level**: -10.94 eV
**Energy above the lowest of the compared OMol25 structures with the same formula, charge and spin**: 6.3 kcal per mole
**Charge**: +1

The geometry in XYZ format:
```
60
Properties=species:S:1:pos:R:3:lowdin_charge:R:1
C 2.12760 -3.41674 2.30838 -0.69
H -3.10382 0.02134 -2.49015 0.06
C 1.81378 -0.84766 1.35407 -0.20
C -2.83867 3.79345 0.37637 -0.72
C -2.14486 3.02721 2.50862 -0.63
C -1.51265 1.89489 2.01473 -0.65
C -1.46242 1.73403 0.64452 -0.34
C 1.61615 4.18703 -2.20640 0.01
H -4.07330 -2.57094 1.38158 0.12
C -2.15569 2.74759 -0.08543 -0.61
F -0.87122 -2.96022 -2.35070 0.11
C 2.51832 -3.73807 -1.24428 -0.08
C 2.61562 3.72662 -0.09266 0.04
C 3.18650 -2.45671 2.38171 -0.67
C 2.10431 1.52520 0.96059 -0.44
C -2.84971 3.98163 1.73516 -0.74
Ta -0.29231 0.40092 -0.52185 1.64
C 1.81795 2.61384 0.00432 -0.16
C -4.52867 -1.07871 -1.61210 -0.02
C 0.98090 -1.50886 -2.18575 -0.54
C -3.91138 -1.95401 0.52545 0.05
Cl -0.49541 0.96428 3.07387 0.80
C -1.51187 -1.80938 1.19741 -0.42
C 0.83279 -1.79770 1.29137 -0.25
F 3.04596 -0.30433 -2.15909 0.12
H 3.01361 5.50573 -1.20691 0.12
C -4.88774 -1.85228 -0.50777 0.03
C 3.04101 -1.19719 1.90726 -0.04
H 0.30514 2.62207 -2.88781 0.07
C -2.66010 -1.42518 0.29079 -0.20
Cl 4.67867 -2.89656 3.06281 0.75
N 0.90869 2.25078 -0.95412 -0.05
C 3.08008 -2.49508 -1.34985 -0.16
C 2.33625 -1.39545 -1.90858 -0.24
S 0.03672 -0.17789 -2.89267 0.69
H 3.39328 3.85647 0.63485 0.13
H -5.90311 -2.28996 -0.36782 0.14
C 0.96661 -3.05124 1.75653 -0.08
F 0.51590 -5.06835 -1.55383 0.13
N -0.35648 -1.32825 0.66955 -0.04
Cl -2.16262 2.34573 -1.82299 0.75
H 3.83354 -0.50564 2.11293 0.11
F 3.28514 -4.84533 -1.03506 0.13
F 4.32017 -2.22045 -1.06194 0.17
O -1.68602 -2.58588 2.14730 0.09
C 2.45265 4.60243 -1.16813 0.02
N -2.37193 -0.57528 -0.67145 -0.03
C 1.14082 -3.88034 -1.64179 -0.11
O 2.86624 1.69135 1.90988 0.11
H 0.12087 -3.74329 1.71038 0.14
C -3.28893 -0.54506 -1.63207 -0.18
H -5.17190 -0.88800 -2.42940 0.11
C 0.90593 3.00577 -2.05340 -0.15
Cl -3.73244 5.24993 2.35545 0.80
Cl -1.98249 3.51873 4.18235 0.70
Cl -3.54869 4.85656 -0.79129 0.73
N 1.42788 0.35188 0.64000 -0.06
Cl 2.26232 -4.98590 2.91060 0.77
H 1.54337 4.72610 -3.09609 0.10
C 0.40962 -2.80567 -2.06750 -0.27
```

---

Here is a molecular structure, C30H19BrN5OS2Sn from the Open Molecules 2025 dataset. Energies are from ωB97M-V/def2-TZVPD.

Properties
**HOMO level**: -3.22 eV
**Energy above the lowest of the compared OMol25 structures with the same formula, charge and spin**: 60.9 kcal per mole
**Charge**: -1

The geometry in XYZ format:
```
59
Properties=species:S:1:pos:R:3:lowdin_charge:R:1
C -0.56847 -3.02666 -3.58597 -0.12
C -3.14653 5.78439 2.97396 -0.09
H 1.42455 -3.87195 -3.13381 0.10
N 5.94873 -7.81125 -0.49080 0.13
H 3.81812 -2.62664 0.05904 0.12
C 0.61365 -0.38558 2.18758 -0.38
H -2.48113 5.74180 -3.16606 0.10
S 0.21172 0.85355 -2.97591 0.70
H -0.75426 -3.27628 -4.61945 0.08
C 4.50117 -4.63707 -0.16734 -0.04
C 1.57517 -1.33989 2.83546 -0.03
H 1.95510 -1.20683 3.83706 0.10
Br -3.33125 -0.89319 0.23063 0.11
C 1.82652 -2.31619 1.97768 -0.01
H 2.54755 -7.27068 -1.01852 0.11
C -0.61661 2.32932 -3.13649 -0.68
H -3.46263 4.52842 1.25779 0.11
C 0.31436 -2.77216 -1.53764 -0.30
C 1.14947 -2.88396 -0.40633 -0.11
C -1.52236 -0.44975 3.54119 -0.80
C 2.81988 -6.25168 -0.77678 -0.03
C -0.15652 3.40775 -3.92574 -0.09
H -2.40969 -1.89581 -2.97644 0.09
C 4.14675 -5.94715 -0.47373 -0.25
N -0.90892 -2.11678 -1.53064 -0.08
N -1.80676 2.53989 -2.47905 -0.20
C -2.86156 4.71640 2.13786 -0.04
H -0.21378 3.41960 3.78956 0.11
C 3.53250 -3.64908 -0.15351 -0.04
C 0.52987 -3.35540 -2.82055 -0.08
H 1.11072 0.57177 1.99268 0.14
C 2.19273 -3.93513 -0.43302 -0.18
H 0.83098 -5.48955 -0.98691 0.12
N -0.49716 -0.12316 3.05923 0.11
C -1.42143 -2.27263 -2.74634 -0.27
H -0.42008 5.41423 -4.58467 0.11
C -1.79985 3.85368 2.42130 -0.25
Sn -1.15581 0.15102 -0.57548 0.83
H -2.60425 6.84256 4.76377 0.09
C -1.95830 4.79767 -3.20227 -0.07
H 0.74981 3.23712 -4.48862 0.10
N 0.27512 -0.99030 0.89841 -0.03
C -1.32057 5.15888 4.39887 -0.09
C -0.80451 4.61160 -3.96867 -0.08
H -3.97573 6.44111 2.74117 0.10
C 5.14915 -6.98452 -0.48333 -0.20
H -3.29960 3.76905 -1.84185 0.14
H -0.71783 5.32528 5.28313 0.10
C 1.86275 -5.25547 -0.75954 -0.02
S -2.88406 -0.78260 4.28575 0.61
H 2.45945 -3.17360 2.14172 0.11
O -2.40713 1.59394 -1.77252 -0.30
H 5.53510 -4.39699 0.04372 0.11
C -1.26975 1.78598 0.85398 -0.14
C -2.42237 3.74424 -2.46909 -0.02
C -1.50918 2.74267 1.55931 -0.10
C -1.03294 4.09013 3.56443 -0.04
C 1.03791 -2.07526 0.74352 -0.26
C -2.37773 6.01114 4.10826 -0.10
```

---

Here is a molecular structure, C30H19F5IN4O3RuS from the Open Molecules 2025 dataset. Energies are from ωB97M-V/def2-TZVPD.

Properties
**HOMO level (spin up / spin down)**: -7.79 / -7.82 eV
**Expectation value of S²**: 0.758
**Energy above the lowest of the compared OMol25 structures with the same formula, charge and spin**: 0.0 kcal per mole
**2S+1**: 2

The geometry in XYZ format:
```
64
Properties=species:S:1:pos:R:3:lowdin_charge:R:1
H -2.49998 -1.76354 3.58629 0.11
O -0.67492 -2.51450 -2.17340 -0.30
N 2.82824 0.08071 0.58832 -0.08
C 4.99777 0.66187 0.67099 -0.07
C -2.28497 2.07425 3.30712 -0.07
H -4.43052 2.05232 3.38766 0.10
C 0.68580 2.45416 0.86897 -0.23
C 0.21986 3.74592 0.69748 -0.15
H 0.08098 -2.98640 -5.41666 0.12
C -1.12595 1.31265 3.32543 -0.03
Ru 0.89333 -0.53746 0.37363 1.17
F -1.23905 0.75102 -1.64365 0.07
C 2.27926 -0.27305 2.84958 -0.10
C 1.34430 0.69719 -5.10645 0.01
C -3.38820 -1.77014 0.38042 -0.03
C 4.61389 0.38058 1.97264 -0.04
H -4.35870 -1.30917 0.26823 0.12
C -0.91806 -2.80223 0.67349 -0.74
C -1.22061 2.96814 -1.02332 -0.14
C -1.19412 -0.07321 3.41401 -0.22
H -4.11950 -3.78123 0.56882 0.12
H -2.32297 0.09466 0.27139 0.12
F -2.14157 3.20084 -1.96417 0.12
H -1.82308 -4.73006 0.87117 0.11
O 1.68759 -3.12688 -2.41921 -0.34
H 5.97090 0.97573 0.33069 0.09
H 1.69734 1.71356 -4.99521 0.12
C -0.73265 1.69053 -0.81741 -0.25
C -1.98416 -3.67245 0.72513 -0.10
H -0.15901 1.79437 3.26661 0.11
N 1.10405 -0.75118 -1.69613 -0.19
C -2.43846 -0.68185 3.52026 -0.07
H -0.21211 -1.95479 3.23574 0.08
S 0.66651 -2.11970 -2.51853 0.59
F 1.60696 2.30986 1.83446 0.08
H 3.77487 0.62090 -1.20740 0.10
C 0.59193 -1.16395 -6.46091 -0.06
C 0.42758 -1.96498 -5.33901 -0.03
C 0.22984 1.36428 0.13557 -0.11
C 1.42191 0.28034 -2.56397 -0.51
F -1.20500 5.24928 -0.42876 0.13
H 2.51543 -0.32684 3.91010 0.14
N 1.05609 -0.49254 2.44197 -0.15
H 0.51657 -0.88347 4.41746 0.13
N -1.02770 -1.48912 0.47955 -0.10
C -2.25596 -0.97791 0.36342 -0.10
H 0.36591 -1.56482 -7.44022 0.11
C 0.06165 -0.91139 3.42151 -0.18
I 1.06304 -3.44391 0.85792 1.16
F 0.68382 4.73965 1.46219 0.12
O 1.82213 1.37797 -2.24070 0.07
H -4.56367 -0.41028 3.60105 0.10
H 1.16384 0.74846 -7.23957 0.11
C 0.72394 -1.39384 -4.11702 -0.22
C 3.26159 0.01699 1.90430 -0.34
H 5.21691 0.43149 2.86524 0.10
C -3.25150 -3.13546 0.55505 -0.04
C 1.04528 0.15005 -6.34586 -0.06
C -3.60026 0.07738 3.51959 -0.09
C -3.52618 1.45786 3.40121 -0.09
H -2.21809 3.15182 3.22398 0.11
C 3.86638 0.47167 -0.14572 -0.12
C 1.17442 -0.10152 -3.98936 -0.13
C -0.74298 4.01131 -0.25606 -0.14
```

---

Here is a molecular structure, C30H19FeN7S3 from the Open Molecules 2025 dataset. Energies are from ωB97M-V/def2-TZVPD.

Properties
**HOMO level (spin up / spin down)**: -10.01 / -10.06 eV
**Expectation value of S²**: 1.028
**Energy above the lowest of the compared OMol25 structures with the same formula, charge and spin**: 0.0 kcal per mole
**Charge**: +1
**2S+1**: 2

The geometry in XYZ format:
```
60
Properties=species:S:1:pos:R:3:lowdin_charge:R:1
C -0.76059 1.68805 5.96649 -0.01
C -1.05737 -0.30882 -4.07501 0.01
S 1.18291 2.04346 -0.04106 0.75
N 6.89162 4.05086 -1.19979 0.18
C -0.90372 1.76400 -2.32754 -0.12
C -0.42411 1.17159 4.73515 -0.22
C -0.58458 -1.84683 -2.13856 -0.22
C 0.89587 0.99880 4.36805 -0.44
H 2.93344 1.24656 4.96050 0.12
C -3.25043 -0.27185 -0.40608 -0.07
H -3.97922 0.24448 3.28406 0.12
H -1.80335 1.81450 6.23532 0.12
C 5.14106 2.19604 -0.75777 -0.18
C 2.85102 1.59508 -0.33728 -0.64
Fe -0.17955 0.15493 0.02133 0.20
C -2.50296 0.18387 1.71841 -0.16
C -0.43676 -4.22285 -0.80357 -0.02
H 3.54479 3.61338 -0.57852 0.12
H 2.35863 2.17506 7.17928 0.11
H -1.57538 1.13882 -5.56958 0.12
H -1.12431 -1.15381 -4.74338 0.12
H -2.99970 -0.40526 -1.45043 0.12
H 4.79736 -1.16920 -0.51432 0.13
H -5.34472 -0.62000 -0.67444 0.12
C -1.32365 0.96950 -4.53117 -0.02
C -3.78013 0.11390 2.23048 0.02
C -4.56168 -0.37762 0.02960 -0.01
N -0.60675 0.53390 -1.88384 -0.01
C -1.27397 2.02071 -3.63327 -0.02
S 1.38190 0.32334 2.80367 0.99
H -0.80932 2.56754 -1.61251 0.08
C 1.56973 1.89209 6.49642 -0.06
H -0.37333 -5.14078 -0.23708 0.12
N -0.14333 0.06183 2.01111 -0.32
C 0.24536 2.04895 6.85834 -0.06
N 7.95913 0.10600 -1.04798 0.18
C 1.89571 1.36781 5.24771 -0.08
C 5.49810 0.84312 -0.73070 -0.18
N -2.24454 0.00902 0.41608 0.06
H -0.01504 2.45283 7.82645 0.11
C 3.20111 0.25705 -0.33848 -0.64
C 6.86788 0.43385 -0.90497 -0.17
C -0.72638 -0.49680 -2.74431 -0.19
C -0.47189 -4.22743 -2.18748 -0.02
C -4.83331 -0.16946 1.36605 -0.01
C 4.52118 -0.12279 -0.52468 -0.04
H -2.39627 1.04777 4.10147 0.13
C -0.55125 -3.02223 -2.86834 0.02
H -0.57179 -3.00437 -3.94774 0.12
C -0.46090 -3.00467 -0.14894 -0.12
N -0.52854 -1.84734 -0.80365 -0.03
C 3.81713 2.56630 -0.55943 -0.04
H -0.40152 -2.94085 0.93102 0.12
C 6.12616 3.21893 -0.99815 -0.17
H -5.84522 -0.23695 1.74199 0.13
H -0.43522 -5.15940 -2.73522 0.12
S 1.92650 -0.92671 -0.11737 0.79
N -1.46063 0.82870 3.81230 0.15
H -1.50021 3.03289 -3.93590 0.12
C -1.26637 0.38253 2.56562 -0.31
```

---

Here is 4 unconnected molecules or ions with the total composition C30H20Br2F34N2O5S from the Open Molecules 2025 dataset. Energies are from ωB97M-V/def2-TZVPD.

Properties
**SMILES**: O=S(=O)(c1cnc2cc(CC[C@](F)(Br)C(F)(F)Br)ccc2n1)C(F)(F)C(F)(F)C(F)(F)F.FC(F)C(F)(F)COC(F)(F)C(F)F.FC(F)C(F)(F)COC(F)(F)C(F)F.FC(F)C(F)(F)COC(F)(F)C(F)F
**HOMO level**: -9.54 eV
**Energy above the lowest of the compared OMol25 structures with the same formula, charge and spin**: 72.9 kcal per mole

The geometry in XYZ format:
```
94
Properties=species:S:1:pos:R:3:lowdin_charge:R:1
C -0.43195 5.04212 -1.11085 -0.01
F -1.61438 -5.07419 2.40068 0.14
C 7.89866 1.95128 -1.75118 -0.45
C 4.31448 -0.04222 8.07544 -0.44
F -5.97070 -2.31642 -6.77731 0.11
C 1.51504 4.26337 -3.22850 -0.17
F 6.64496 -0.34229 7.79734 0.09
C 7.37634 3.17261 -2.62060 -0.31
F -4.65907 -1.49300 -4.52906 0.07
C -0.87600 4.14976 -2.23083 -0.18
C -1.18147 0.11806 -2.70878 -0.78
F -8.28112 -0.42135 -3.29430 0.10
H -3.27324 2.26620 -0.86515 0.09
H 4.35945 3.98848 -4.85194 0.12
O 6.06444 6.93982 -2.44880 -0.27
F 3.04341 -2.35783 6.19593 0.13
F -1.08361 -6.28172 0.69488 0.15
C -2.36494 2.20343 -1.53218 -0.17
H -8.13865 -3.11714 -6.74488 0.15
C -1.06746 -5.01639 1.17151 -0.52
F 1.08605 -2.92899 6.89597 0.13
F -8.49323 -3.29157 -3.23564 0.14
C 4.04104 5.12633 -2.94955 -0.27
Br -0.92232 -0.07203 -4.67678 0.79
O 0.27998 -4.65310 1.26288 0.04
H 0.44115 -4.86227 3.34065 0.15
F 5.59375 3.63714 -1.11418 0.06
C 2.89074 -0.20371 7.50842 -0.04
F 8.49894 3.73363 -3.19990 0.13
C 0.57499 -2.71607 2.86582 -0.43
C -9.38740 -2.46644 -3.81221 -0.52
C -5.72698 -2.32565 -4.45586 -0.30
C -7.93430 -2.95347 -5.68480 -0.04
H -3.11179 4.25646 -1.97433 0.12
O -9.14277 -2.37977 -5.18660 0.04
S 5.82744 5.58118 -2.90706 0.80
C -0.62116 -2.38447 3.75910 -0.30
C -2.54782 0.90635 -2.39750 -0.71
Br -3.69069 -0.34374 -1.33296 0.83
N 3.24680 5.57829 -1.95472 0.15
F -3.22379 1.10075 -3.59560 -0.09
C 6.63580 4.29200 -1.78638 -0.38
C 3.59523 4.29191 -4.09134 -0.06
F 7.40795 4.85966 -0.81652 0.12
F -1.26317 -1.18861 -2.24062 -0.08
H -5.35083 -3.35273 -4.46439 0.18
H 1.27505 6.13890 -0.22519 0.11
F 0.53456 -2.00469 1.71564 0.13
H 5.46910 -0.01631 6.23048 0.17
F 4.36912 -0.61246 9.30098 0.13
H 2.32648 0.65847 7.86955 0.15
F -1.79336 -2.72775 3.19154 0.09
C 0.76635 -4.20845 2.52926 -0.04
H -0.24743 3.17121 -4.10327 0.11
C -1.85061 -4.11257 0.21718 -0.28
F 4.10189 -3.25990 8.71618 0.10
C 0.94623 5.49700 -1.07266 0.01
F -0.05830 0.75000 -2.23501 0.02
H 1.84543 -4.36286 2.46500 0.15
C 2.31724 -2.54549 7.31186 -0.52
F -0.68137 -1.04659 3.98748 0.09
F 6.53176 2.62291 -3.56873 0.12
O 2.13569 -1.32545 7.96826 0.04
C -9.44196 -1.09162 -3.14193 -0.28
F -7.03663 -0.77162 -5.68624 0.13
F 3.08373 -4.77912 7.54266 0.10
F 6.90769 1.15695 -1.26901 0.16
F 8.63072 1.15555 -2.61936 0.13
H -10.24490 -0.48478 -3.56686 0.18
C 0.08762 3.80895 -3.25132 0.04
F 1.70447 -2.31237 3.51844 0.10
H -1.44124 -4.16714 -0.79442 0.18
F 8.77687 2.37803 -0.80409 0.16
H -1.14466 5.36188 -0.30621 0.11
F -10.59091 -3.06887 -3.68247 0.15
N 2.32990 3.84179 -4.26660 0.13
C -2.32884 3.55551 -2.36625 -0.12
H -1.49368 2.14678 -0.82061 0.13
C 5.45111 -0.54707 7.18662 -0.30
H -0.54100 -2.88359 4.72875 0.16
H 2.23294 -3.81924 9.07054 0.18
F -6.31458 -2.09145 -3.26622 0.08
F -3.15504 -4.47723 0.17487 0.10
C 1.95656 5.12230 -2.11510 -0.18
F 4.51183 1.29349 8.27196 0.11
H 2.86421 -0.11572 6.42064 0.15
C -6.67075 -2.07278 -5.63120 -0.44
H -7.76217 -3.95204 -5.27884 0.15
F -1.81543 -2.82519 0.61556 0.08
F 5.36484 -1.87014 6.94624 0.09
O 6.37902 5.43428 -4.26031 -0.30
H -2.51234 3.42944 -3.46206 0.12
F -9.65282 -1.22022 -1.81037 0.10
C 2.89980 -3.62441 8.22733 -0.28
```

---

For each record above, in turn, the calculated strongest force on any atom values are 4.3 3.2 0.1 1.5 4.5 eV/Å.